DFT (ωB97M-V/def2-TZVPD) results for a molecular structure, C36H36I2N4OP2S2W in a non-equilibrium geometry.

Output
HOMO (spin up / spin down)   -16.8835 / -16.8835 eV
Net charge   +4
Energy   -104159.227 eV
Molecular weight   1104.4 g mol⁻¹

Last column: Löwdin charge in e.
Positions of all 84 atoms, in Å:
W (1.041, -1.749, -0.870)  1.262
N (2.715, -1.683, 3.244)  0.165
C (2.360, -2.003, 1.997)  -0.689
S (2.251, -0.625, 0.795)  0.836
N (2.113, -3.197, 1.622)  0.055
N (1.785, -3.344, 0.257)  -0.184
C (2.283, -4.425, -0.270)  0.006
C (2.539, -4.554, -1.676)  -0.125
C (2.994, -5.789, -2.178)  0.036
C (3.539, -5.884, -3.446)  0.010
C (3.710, -4.746, -4.227)  0.029
C (3.300, -3.489, -3.779)  -0.007
C (2.703, -3.442, -2.537)  -0.249
O (2.290, -2.178, -2.055)  -0.255
H (3.092, -0.775, 3.464)  0.119
H (2.908, -2.434, 3.896)  0.152
H (2.665, -5.177, 0.417)  0.167
H (2.923, -6.666, -1.548)  0.143
H (3.873, -6.841, -3.823)  0.140
H (4.183, -4.826, -5.197)  0.143
H (3.438, -2.604, -4.380)  0.129
C (-3.239, 4.362, 2.394)  -0.402
S (-3.161, 4.911, 0.683)  0.883
C (-2.051, 3.662, -0.007)  -0.528
C (-0.584, 3.823, 0.382)  -0.232
C (0.338, 2.906, -0.402)  -0.171
N (0.109, 1.427, -0.050)  -0.353
P (0.644, 0.887, 1.413)  0.877
C (-0.631, 0.027, 2.303)  -0.348
C (-1.669, 0.875, 2.723)  -0.097
C (-2.711, 0.362, 3.473)  -0.014
C (-2.739, -0.990, 3.795)  -0.002
C (-1.731, -1.836, 3.352)  -0.024
C (-0.674, -1.332, 2.609)  -0.081
C (1.539, 2.024, 2.403)  -0.368
C (2.697, 2.638, 1.888)  -0.091
C (3.406, 3.528, 2.666)  -0.011
C (2.977, 3.807, 3.963)  0.018
C (1.855, 3.180, 4.488)  -0.010
C (1.132, 2.283, 3.722)  -0.045
P (-0.251, 0.313, -1.372)  0.954
C (-0.809, 1.167, -2.807)  -0.409
C (-2.167, 1.480, -2.961)  -0.062
C (-2.570, 2.170, -4.090)  -0.014
C (-1.633, 2.541, -5.049)  0.010
C (-0.287, 2.222, -4.897)  -0.023
C (0.133, 1.528, -3.778)  -0.120
C (-1.497, -0.875, -0.790)  -0.374
C (-1.203, -2.222, -1.135)  -0.303
C (-2.049, -3.280, -0.782)  0.007
C (-3.199, -2.990, -0.062)  0.020
C (-3.490, -1.675, 0.296)  0.017
C (-2.638, -0.627, -0.022)  -0.048
H (-3.915, 5.041, 2.913)  0.052
H (-2.274, 4.418, 2.898)  0.033
H (-3.662, 3.358, 2.462)  0.023
H (-2.146, 3.728, -1.093)  0.070
H (-2.417, 2.668, 0.275)  0.046
H (-0.447, 3.664, 1.456)  0.088
H (-0.274, 4.855, 0.200)  0.137
H (1.395, 3.123, -0.269)  0.103
H (0.124, 2.978, -1.468)  0.105
H (-1.671, 1.931, 2.478)  0.090
H (-3.497, 1.021, 3.815)  0.132
H (-3.548, -1.379, 4.397)  0.137
H (-1.756, -2.886, 3.604)  0.132
H (0.111, -2.020, 2.314)  0.073
H (3.057, 2.418, 0.890)  0.108
H (4.294, 4.003, 2.275)  0.135
H (3.533, 4.508, 4.571)  0.140
H (1.541, 3.387, 5.502)  0.135
H (0.270, 1.795, 4.155)  0.113
H (-2.903, 1.186, -2.223)  0.112
H (-3.614, 2.416, -4.228)  0.134
H (-1.959, 3.079, -5.928)  0.137
H (0.427, 2.511, -5.654)  0.132
H (1.180, 1.275, -3.664)  0.115
H (-0.543, -2.443, -2.043)  0.014
H (-1.830, -4.286, -1.111)  0.141
H (-3.888, -3.779, 0.204)  0.142
H (-4.410, -1.464, 0.824)  0.143
H (-2.878, 0.379, 0.293)  0.111
I (0.024, -2.158, -4.817)  0.171
I (-0.878, -3.190, -7.078)  0.253

DFT (ωB97M-V/def2-TZVPD) results for 3 unconnected molecules or ions with the total composition C5H11NO in a non-equilibrium geometry.

Output
HOMO   -8.8131 eV
Net charge   0
Energy   -8896.104 eV
ΔE to the lowest compared entry with this formula, charge and spin   129.0 kcal/mol
Molecular weight   101.1 g mol⁻¹

Last column: natural (NBO) charge in e.
Positions of all 18 atoms, in Å:
C (2.582, 0.769, -0.126)  -0.190
O (1.450, 0.944, -0.848)  -0.482
C (0.625, -0.116, -0.739)  0.201
C (-0.080, -0.464, 0.580)  -0.288
N (-1.327, -0.661, -0.171)  -0.417
C (-2.538, -0.151, 0.428)  -0.412
C (-0.796, 0.044, -1.351)  -0.255
H (2.419, 0.600, 0.945)  0.165
H (3.258, 1.617, -0.344)  0.201
H (2.779, -0.687, -0.538)  0.069
H (1.750, -1.141, -0.905)  0.077
H (0.296, -1.354, 1.092)  0.199
H (-0.122, 0.381, 1.296)  0.177
H (-2.466, 0.919, 0.707)  0.161
H (-2.769, -0.723, 1.333)  0.204
H (-3.378, -0.268, -0.264)  0.204
H (-1.153, 1.097, -1.413)  0.185
H (-0.996, -0.438, -2.312)  0.202

DFT (ωB97M-V/def2-TZVPD) results for a molecular structure, C16H22BBaN7 in a non-equilibrium geometry.

Output
HOMO (spin up / spin down)   -5.7710 / -6.7293 eV
Net charge   0
Energy   -28744.953 eV
ΔE to the lowest compared entry with this formula, charge and spin   102.2 kcal/mol
Molecular weight   460.5 g mol⁻¹

Last column: Löwdin charge in e.
Positions of all 47 atoms, in Å:
H (-0.035, 3.128, 0.933)  0.068
N (0.232, 1.848, -0.727)  -0.035
B (0.780, 0.874, -2.994)  -0.512
N (0.756, 2.055, -1.989)  -0.039
C (1.202, 3.318, -2.109)  -0.085
Ba (-1.262, -0.505, 0.204)  1.731
H (1.657, 3.642, -3.034)  0.115
C (0.937, 3.975, -0.907)  -0.077
H (1.159, 4.996, -0.668)  0.078
C (0.328, 3.015, -0.079)  -0.177
H (1.240, 1.232, -4.033)  0.113
C (-0.812, -3.001, -0.418)  -0.377
H (-1.742, -3.398, 0.027)  -0.069
H (0.078, -3.475, 0.009)  -0.067
H (-0.824, -3.092, -1.510)  -0.048
N (-0.659, 0.306, -3.101)  0.016
N (1.672, -0.218, -2.350)  -0.040
N (-1.384, -0.148, -1.947)  -0.370
N (1.301, -0.780, -1.144)  -0.027
C (-1.387, 0.086, -4.204)  -0.063
C (2.863, -0.698, -2.750)  -0.087
H (-0.968, 0.372, -5.163)  0.127
H (3.290, -0.350, -3.679)  0.113
C (-2.594, -0.520, -3.843)  -0.062
C (3.297, -1.613, -1.789)  -0.073
C (-2.554, -0.668, -2.450)  -0.189
C (2.275, -1.644, -0.812)  -0.162
H (-3.375, -0.815, -4.520)  0.089
H (4.215, -2.163, -1.793)  0.076
H (-3.283, -1.141, -1.792)  0.095
H (2.195, -2.253, 0.082)  0.083
H (-1.830, 1.665, 1.068)  -0.007
C (-1.851, 1.755, 3.073)  -0.116
C (-1.102, 0.619, 3.684)  -0.320
C (-1.000, 0.277, 5.064)  -0.009
C (-0.164, -0.863, 5.129)  -0.007
C (0.195, -1.175, 3.782)  -0.310
C (1.073, -2.276, 3.334)  -0.013
N (-0.385, -0.269, 2.934)  -0.027
H (-2.209, 2.428, 3.868)  0.091
H (-2.761, 1.392, 2.578)  0.059
H (-1.171, 2.376, 2.482)  0.038
H (-1.486, 0.821, 5.867)  0.104
H (0.173, -1.413, 6.000)  0.106
H (1.817, -2.478, 4.116)  0.089
H (0.508, -3.207, 3.166)  0.102
H (1.597, -2.016, 2.403)  0.075

Question: What is the molecular weight in the second record?
Answer: 101.1 g mol⁻¹

Question: Which of these has the lowest energy?
Answer: C36H36I2N4OP2S2W